Entry 1:
Molecular formula: C20H22AuNPTe
Method: DFT, ωB97M-V/def2-TZVPD

ORCA input file:
```
! wB97M-V def2-TZVPD RIJCOSX def2/J DEFGRID3
* xyz 1 1
H 1.3250 -0.1401 4.9472
C 1.4116 -1.7588 2.8531
H -2.2312 0.4527 -2.8154
C 3.5317 1.8235 -0.0991
H 3.2690 -1.7688 1.7760
H -1.7687 -0.4469 -4.2752
C -3.3903 -2.0571 -1.6021
H 5.2392 1.5949 2.8064
H 2.5924 -5.0924 4.3638
C 1.0253 -3.6376 4.3003
C 0.5929 0.6185 4.7089
C 0.1246 1.4549 5.7039
N 1.2470 1.1386 -0.6220
C -0.8262 2.4188 5.4118
H -3.9269 -2.4737 -2.4491
C 3.0713 -3.4812 3.0470
H 0.5025 1.3507 6.7096
H -1.2662 1.7796 2.1215
C -1.3278 2.5400 4.1263
C -1.4797 -0.1934 -3.2587
H -3.7520 -1.0577 -1.3872
C 4.5728 1.9524 0.7997
H 4.0429 -3.8733 2.7868
C -0.8691 1.7023 3.1260
C 2.6439 -2.2916 2.4863
C 0.5922 -2.4479 3.7469
C 2.2617 -4.1554 3.9462
Au -0.3788 -0.9164 0.1363
Te -1.2973 -1.9907 -2.0802
H -0.3724 -2.0385 4.0173
C 4.4413 1.4703 2.0922
C 3.2797 0.8235 2.4592
H -1.1812 3.0712 6.1924
H 5.4784 2.4532 0.4992
H -3.5317 -2.6899 -0.7340
H 1.5317 1.4367 -1.5499
H 3.6265 2.2310 -1.0962
C 2.2304 0.6667 1.5572
H -0.5174 0.3057 -3.2730
C 2.3363 1.2183 0.2766
H 3.1722 0.4323 3.4583
P 0.7592 -0.2711 2.0546
H 0.4066 -4.1566 5.0165
C 0.0986 0.7430 3.4124
H -2.0797 3.2832 3.9092
H 0.4794 1.7282 -0.3203
*
```

Results
HOMO (eV): -11.29
E_LUMO (eV): -2.75
Maximum force (hartree/bohr): 0.01463
Frontier orbital gap (eV): 8.54
DFT total energy (hartree): -1574.95542

Which charges does Löwdin predict for the atoms? In e, they are: H 0.105; C -0.391; H 0.011; C -0.025; H 0.107; H 0.011; C -0.412; H 0.112; H 0.109; C -0.065; C -0.090; C -0.059; N 0.020; C -0.063; H 0.010; C -0.064; H 0.113; H 0.091; C -0.069; C -0.404; H 0.010; C -0.057; H 0.111; C -0.099; C -0.086; C -0.104; C -0.065; Au 0.336; Te 1.176; H 0.112; C -0.063; C -0.086; H 0.111; H 0.113; H 0.005; H 0.090; H 0.114; C -0.309; H -0.011; C -0.325; H 0.108; P 0.927; H 0.111; C -0.354; H 0.110; H 0.081


Entry 2:
Molecular formula: C20H22BrN5O3Os
Method: DFT, ωB97M-V/def2-TZVPD

ORCA input file:
```
! wB97M-V def2-TZVPD RIJCOSX def2/J DEFGRID3
* xyz 2 1
H -1.6952 -0.4489 1.2748
C 0.9244 -3.2261 1.5148
H -1.2945 -2.9453 -1.2207
H 2.2886 -2.2925 0.3067
H 1.5145 -2.8134 2.3320
H 1.9681 4.6455 -0.0402
C -0.3391 -0.8179 2.7841
H 5.0376 2.9537 2.3939
N -0.7169 -0.2254 1.4615
C -1.8604 2.6330 -1.9942
H -4.5880 1.3357 -3.5589
H 0.3052 3.3963 -0.9196
H -3.5078 3.4942 -3.0736
H 0.7489 -0.8040 2.8327
C 3.6124 1.5655 1.6268
C -1.2709 1.4840 -1.5387
C 2.4332 3.7851 0.4241
H -0.9256 -4.1681 2.0917
N -1.2842 -0.8969 -1.3107
C 1.8604 2.5050 0.2304
C -1.8187 -2.0728 -1.5863
N 2.7381 -1.4321 -1.9603
C -3.6353 -1.1035 -2.7855
C -3.0662 2.5722 -2.7223
C -0.9061 -2.2117 2.9647
H 1.2564 -4.2546 1.3782
N 1.2834 -2.4587 0.2782
H -1.1131 -2.8961 0.9246
C 0.6692 2.4469 -0.5436
Os 0.5032 -0.4748 -0.3151
N -0.0338 1.3829 -0.8120
Br 4.3192 5.6271 1.4435
H -4.5524 -1.1834 -3.3556
C 3.5567 3.9400 1.1867
C 2.4691 1.3843 0.8381
C 4.1485 2.8175 1.7927
H -3.3826 -3.2132 -2.5129
C -3.0000 -2.2211 -2.3231
H -0.7109 0.7894 1.5738
C -1.8926 0.2402 -1.7929
C -3.0855 0.1744 -2.5310
O 3.3795 -0.8070 -2.6464
H -1.9904 -2.1610 3.0932
C -3.6676 1.3775 -2.9916
O 1.2891 -0.8348 -1.9681
C -0.5657 -3.1740 1.8292
H 4.0629 0.6947 2.0830
H 1.1602 -3.0835 -0.5158
H -1.4251 3.6068 -1.8217
H -0.5104 -2.5998 3.9055
H -0.7125 -0.1695 3.5766
O 2.0226 0.1381 0.6994
*
```

Results
HOMO (spin up / spin down) (eV): -14.03 / -14.03
E_LUMO (spin up / spin down) (eV): -8.18 / -8.17
Maximum force (hartree/bohr): 0.01733
Frontier orbital gap (spin up / spin down) (eV): 5.85 / 5.86
DFT total energy (hartree): -3938.95541

Which charges does Löwdin predict for the atoms? In e, they are: H 0.119; C -0.181; H 0.114; H 0.086; H 0.125; H 0.123; C -0.200; H 0.122; N -0.068; C 0.029; H 0.136; H 0.133; H 0.129; H 0.107; C 0.023; C -0.163; C -0.057; H 0.127; N -0.078; C -0.120; C -0.083; N -0.001; C 0.053; C -0.018; C -0.176; H 0.131; N -0.077; H 0.075; C -0.014; Os 1.597; N -0.084; Br 0.853; H 0.142; C -0.679; C -0.289; C -0.061; H 0.129; C 0.001; H 0.110; C -0.141; C -0.123; O 0.180; H 0.126; C 0.016; O -0.378; C -0.181; H 0.133; H 0.100; H 0.120; H 0.134; H 0.133; O -0.234


Entry 3:
Molecular formula: C20H22Cl3N3O3S
Method: DFT, ωB97M-V/def2-TZVPD

ORCA input file:
```
! wB97M-V def2-TZVPD RIJCOSX def2/J DEFGRID3
* xyz 0 1
S -2.6843 0.6693 -3.5076
C -3.7836 -2.6253 1.6385
O -3.6675 1.2228 0.3306
C 7.3450 0.2492 1.0152
C -4.0451 -0.1352 2.0668
C -3.5126 -0.9981 0.0753
O 2.0242 -2.4273 -1.2206
H 3.7348 -1.5020 -2.7880
C 3.8638 -1.1317 -1.6373
Cl 1.3934 1.8543 -0.8747
H 1.5770 -3.7812 0.4493
N 0.0256 -0.8888 -0.4655
H -4.3427 0.4268 2.7999
C 3.0660 -1.3756 0.5135
H -3.7016 -1.2619 -2.1122
Cl -0.5439 2.8207 0.7127
Cl 0.9321 0.7087 1.9067
H 7.2693 -0.5064 1.6982
H -1.5207 0.0614 0.8730
O -0.5263 -2.3100 1.2399
C 0.1217 1.3742 0.4175
C -3.8311 -0.0302 0.8953
H 5.7078 1.5866 1.4924
C 6.0346 0.8474 0.4817
C 2.9058 -1.6577 -0.8103
C 4.7381 -0.0114 -1.1727
H 0.7493 -0.6637 -1.4355
H 4.0247 -0.2301 2.1618
C -4.0990 2.4551 1.0107
N -1.4902 0.8531 -1.3702
H 6.2359 1.8204 -0.1821
C -2.5094 0.2775 -1.8464
C 3.9807 -0.6437 1.2244
H 8.2348 1.0140 1.2457
N -3.1377 -0.6842 -1.3919
H -4.0640 3.1967 0.2957
C 1.0085 -3.0556 -0.5337
H -5.1676 2.0983 1.3726
H -3.3171 -3.1360 -0.0934
H 0.4974 -3.8130 -0.9896
C 0.0211 -2.0079 0.3119
C 4.8756 0.0072 0.2101
H -3.4254 2.5125 1.9494
C -0.7404 0.3688 -0.0536
H -3.8872 -3.6658 1.8088
H 7.6977 -0.2939 0.0088
H -0.8517 1.4343 -1.7017
C -3.5320 -2.1910 0.0969
H 2.4561 -1.7453 1.2643
C -4.1213 -1.7983 2.5235
H -4.3453 -1.6218 3.5899
H 5.3526 0.3474 -2.0132
*
```

Results
HOMO (eV): -7.44
E_LUMO (eV): 0.18
Maximum force (hartree/bohr): 0.27100
Frontier orbital gap (eV): 7.62
DFT total energy (hartree): -2943.47382

Which charges does Löwdin predict for the atoms? In e, they are: S 0.522; C -0.065; O -0.143; C -0.129; C 0.076; C -0.223; O -0.036; H 0.165; C 0.027; Cl 0.606; H 0.209; N 0.096; H 0.058; C -0.094; H 0.175; Cl 0.777; Cl 0.689; H 0.016; H 0.201; O 0.160; C -1.541; C -0.390; H 0.152; C -0.311; C -0.462; C -0.031; H 0.257; H 0.081; C -0.007; N 0.046; H 0.143; C -1.005; C 0.026; H 0.114; N 0.101; H 0.061; C -0.043; H 0.135; H 0.089; H 0.076; C -0.575; C -0.267; H 0.107; C -0.405; H 0.094; H 0.106; H -0.006; C 0.055; H 0.076; C 0.015; H 0.107; H 0.116


Entry 4:
Molecular formula: C20H22CuN2O2
Method: DFT, ωB97M-V/def2-TZVPD

ORCA input file:
```
! wB97M-V def2-TZVPD RIJCOSX def2/J DEFGRID3
* xyz 0 2
H 2.1643 5.4652 -0.2617
H 0.1565 -1.6250 4.2405
C -2.7683 -2.5010 -3.1666
C -0.8472 4.1564 1.8273
H 0.0657 -2.0132 5.9557
C -0.1408 3.2713 0.9929
O -1.6330 1.4751 1.4231
C -1.2321 -3.2510 4.7605
C -1.5449 -1.3686 0.9973
Cu -0.1577 -0.7690 -0.2125
C 1.3286 5.1017 0.3342
H 1.4848 3.0726 -0.4246
C 0.6257 5.9765 1.1861
H 0.9324 7.0149 1.2651
C 2.2068 -1.1352 -3.7090
H -1.7038 3.7663 2.3865
H 2.6839 0.0488 -0.0777
C 1.1737 -1.1622 -2.7655
H -1.6966 -2.4545 0.8639
H 4.2553 -0.6129 -4.0699
H 1.9721 -1.4597 -4.7132
C -2.2320 -1.9800 -1.9842
N 1.3702 -0.7234 -1.4915
C 3.4588 -0.6596 -3.3335
N -0.9732 -1.5272 -1.9137
C -0.6450 -2.1344 -4.2233
C 0.0508 -2.4420 4.9513
H -2.1155 -2.6805 5.0587
C 0.9467 3.7575 0.2376
C -0.1707 -1.6283 -3.0075
H -1.1603 -1.0983 1.9960
H 0.9317 -3.0814 4.8798
H -3.7997 -2.8432 -3.1756
H -2.7916 -1.9409 -1.0516
O 0.3378 1.0645 0.3356
C -0.5570 1.8122 0.9308
C -1.9659 -2.5647 -4.3148
H -2.4503 -0.7868 0.7533
H -1.2084 -4.1338 5.4075
H -1.3772 -3.5999 3.7380
C 3.6492 -0.2384 -2.0156
H 4.6131 0.1309 -1.6742
C -0.4627 5.4970 1.9325
H -2.3593 -2.9348 -5.2594
H 0.0246 -2.1543 -5.0777
H -1.0237 6.1704 2.5855
C 2.5844 -0.2774 -1.1162
*
```

Results
HOMO (spin up / spin down) (eV): -7.36 / -8.40
E_LUMO (spin up / spin down) (eV): -1.01 / -1.05
Maximum force (hartree/bohr): 0.04460
Frontier orbital gap (spin up / spin down) (eV): 6.36 / 7.34
DFT total energy (hartree): -2675.76995

Which charges does Löwdin predict for the atoms? In e, they are: H 0.093; H 0.050; C -0.028; C -0.027; H 0.060; C -0.129; O 0.023; C -0.175; C -0.185; Cu 0.508; C -0.092; H 0.104; C -0.098; H 0.092; C 0.006; H 0.115; H 0.126; C -0.181; H -0.005; H 0.113; H 0.105; C -0.075; N 0.042; C -0.041; N 0.059; C 0.004; C -0.170; H 0.063; C -0.035; C -0.183; H -0.005; H 0.058; H 0.110; H 0.101; O -0.140; C -0.567; C -0.040; H 0.003; H 0.058; H 0.052; C -0.036; H 0.111; C -0.090; H 0.114; H 0.107; H 0.098; C -0.070


Entry 5:
Molecular formula: C20H22F3NO2S
Method: DFT, ωB97M-V/def2-TZVPD

ORCA input file:
```
! wB97M-V def2-TZVPD RIJCOSX def2/J DEFGRID3
* xyz 0 1
C -0.3233 3.0739 2.5669
H -4.2505 -2.8382 1.2049
C 0.5765 2.7998 0.3110
C 3.4350 -1.2287 0.4017
O 1.8773 4.1412 -2.2001
H -3.4827 -1.7717 -1.5424
C 0.9218 3.5074 3.0287
C -3.6906 -1.6158 -0.4756
F 0.2751 1.1516 -3.8777
H 2.1169 0.4957 0.4441
C -1.3773 -2.5006 1.1014
C -0.2364 -0.6677 -0.1231
C -3.7226 -2.9621 0.2503
C 2.4253 -3.3129 -0.3173
C -0.5097 2.7378 1.2305
C 1.2113 -2.6652 -0.5017
C 2.2184 -0.5755 0.2485
C 1.0574 -1.2948 -0.1384
H -1.1569 2.9900 3.2654
H 0.3518 -3.2046 -0.9172
C -2.3316 -3.5360 0.5246
H 4.4995 -3.1098 0.2625
H 4.3125 -0.6629 0.7259
H 1.0835 3.7212 4.0867
C -2.6565 -0.6485 0.0997
H -2.9934 -0.3219 1.0949
H -4.6747 -1.1410 -0.4110
S 1.6152 2.7165 -2.1909
C 1.8105 3.3529 0.7770
H -2.4056 -4.3674 1.2336
H 2.5026 -4.3815 -0.5371
C 0.4348 2.2753 -1.0008
H -0.5451 2.0371 -1.4205
H -1.9083 -3.9504 -0.4003
H 2.6357 3.5180 0.0802
H 2.9291 4.0805 2.4445
C 3.5455 -2.6024 0.1380
H -1.4851 2.4201 0.8525
F -0.3757 3.2558 -3.9081
F 1.5497 2.6938 -4.8116
H -4.2980 -3.6815 -0.3417
C 1.9701 3.6838 2.1132
H -1.7445 -2.1953 2.0944
O 2.7022 1.7577 -2.2050
H -0.3835 -2.9359 1.2258
C 0.6997 2.4389 -3.7979
H -0.3194 0.3812 -0.4018
H -2.5486 0.2322 -0.5445
N -1.3376 -1.2905 0.2577
*
```

Results
HOMO (eV): -6.01
E_LUMO (eV): -1.48
Maximum force (hartree/bohr): 0.03311
Frontier orbital gap (eV): 4.53
DFT total energy (hartree): -1678.22297

Which charges does Löwdin predict for the atoms? In e, they are: C -0.125; H 0.118; C -0.329; C -0.043; O -0.310; H 0.122; C -0.134; C -0.166; F 0.095; H 0.114; C -0.122; C 0.082; C -0.195; C -0.070; C -0.081; C -0.039; C 0.021; C -0.163; H 0.092; H 0.114; C -0.174; H 0.110; H 0.119; H 0.087; C -0.116; H 0.141; H 0.121; S 0.703; C -0.068; H 0.121; H 0.111; C -0.299; H 0.067; H 0.114; H 0.096; H 0.099; C -0.050; H 0.092; F 0.110; F 0.120; H 0.116; C -0.104; H 0.147; O -0.325; H 0.118; C -0.632; H 0.088; H 0.132; N -0.027


Among the records above, which one has the highest maximum force?
C20H22Cl3N3O3S


Copy entry 4 word for word.
Molecular formula: C20H22CuN2O2
Method: DFT, ωB97M-V/def2-TZVPD

ORCA input file:
```
! wB97M-V def2-TZVPD RIJCOSX def2/J DEFGRID3
* xyz 0 2
H 2.1643 5.4652 -0.2617
H 0.1565 -1.6250 4.2405
C -2.7683 -2.5010 -3.1666
C -0.8472 4.1564 1.8273
H 0.0657 -2.0132 5.9557
C -0.1408 3.2713 0.9929
O -1.6330 1.4751 1.4231
C -1.2321 -3.2510 4.7605
C -1.5449 -1.3686 0.9973
Cu -0.1577 -0.7690 -0.2125
C 1.3286 5.1017 0.3342
H 1.4848 3.0726 -0.4246
C 0.6257 5.9765 1.1861
H 0.9324 7.0149 1.2651
C 2.2068 -1.1352 -3.7090
H -1.7038 3.7663 2.3865
H 2.6839 0.0488 -0.0777
C 1.1737 -1.1622 -2.7655
H -1.6966 -2.4545 0.8639
H 4.2553 -0.6129 -4.0699
H 1.9721 -1.4597 -4.7132
C -2.2320 -1.9800 -1.9842
N 1.3702 -0.7234 -1.4915
C 3.4588 -0.6596 -3.3335
N -0.9732 -1.5272 -1.9137
C -0.6450 -2.1344 -4.2233
C 0.0508 -2.4420 4.9513
H -2.1155 -2.6805 5.0587
C 0.9467 3.7575 0.2376
C -0.1707 -1.6283 -3.0075
H -1.1603 -1.0983 1.9960
H 0.9317 -3.0814 4.8798
H -3.7997 -2.8432 -3.1756
H -2.7916 -1.9409 -1.0516
O 0.3378 1.0645 0.3356
C -0.5570 1.8122 0.9308
C -1.9659 -2.5647 -4.3148
H -2.4503 -0.7868 0.7533
H -1.2084 -4.1338 5.4075
H -1.3772 -3.5999 3.7380
C 3.6492 -0.2384 -2.0156
H 4.6131 0.1309 -1.6742
C -0.4627 5.4970 1.9325
H -2.3593 -2.9348 -5.2594
H 0.0246 -2.1543 -5.0777
H -1.0237 6.1704 2.5855
C 2.5844 -0.2774 -1.1162
*
```

Results
HOMO (spin up / spin down) (eV): -7.36 / -8.40
E_LUMO (spin up / spin down) (eV): -1.01 / -1.05
Maximum force (hartree/bohr): 0.04460
Frontier orbital gap (spin up / spin down) (eV): 6.36 / 7.34
DFT total energy (hartree): -2675.76995

Which charges does Löwdin predict for the atoms? In e, they are: H 0.093; H 0.050; C -0.028; C -0.027; H 0.060; C -0.129; O 0.023; C -0.175; C -0.185; Cu 0.508; C -0.092; H 0.104; C -0.098; H 0.092; C 0.006; H 0.115; H 0.126; C -0.181; H -0.005; H 0.113; H 0.105; C -0.075; N 0.042; C -0.041; N 0.059; C 0.004; C -0.170; H 0.063; C -0.035; C -0.183; H -0.005; H 0.058; H 0.110; H 0.101; O -0.140; C -0.567; C -0.040; H 0.003; H 0.058; H 0.052; C -0.036; H 0.111; C -0.090; H 0.114; H 0.107; H 0.098; C -0.070